1.
Density functional theory data (wB97M-V/def2-TZVPD) for the molecule C4H8N2S2 in a non-equilibrium geometry.

Structure (ORCA input):
```
! RIJCOSX wB97M-V def2-TZVPD def2/J DEFGRID3
* xyz 0 1
N 0.9626 0.7297 0.2135
H 0.4815 1.9400 1.8553
H -0.6561 0.6046 1.5006
H 1.7084 1.2741 -0.1800
H -0.7362 -2.9094 -1.2354
N -0.2671 -1.2212 -0.0516
H 1.5679 -0.8447 -0.9137
S -0.2405 3.9225 0.1239
C 0.0117 1.3940 1.0823
H 0.9708 -2.8649 -0.7153
C 0.7563 -0.5331 -0.3106
H -0.3993 -3.3692 0.4233
S -1.8255 1.7287 -0.9427
C -0.0843 -2.6340 -0.4061
H -1.5753 0.4198 -0.6213
C -0.6750 2.3629 0.1777
*
```

Its strongest force on any atom is 2.38 eV Å⁻¹. The SMILES is C/N=C/NCC(=S)S. The value obtained for the LUMO energy is -0.0032 Eh. For the energy above the lowest of the compared OMol25 structures with the same formula, charge and spin, the calculation gives 21.55 kcal per mole. The calculation puts the HOMO energy at -8.67 eV.

=====

2.
Density functional theory data (wB97M-V/def2-TZVPD) for the molecule C4H8N2S2 in a non-equilibrium geometry.

Structure (ORCA input):
```
! RIJCOSX wB97M-V def2-TZVPD def2/J DEFGRID3
* xyz 0 1
C 0.0827 -0.2597 0.4335
S 1.5006 1.0530 2.3839
C -1.8650 -0.1333 -1.1846
H 1.9227 0.6259 -0.0259
H 0.8199 -1.5030 2.3534
H -0.6727 -0.3199 2.4122
H -2.2213 -0.9981 -1.8709
H -1.2535 0.6606 -1.6056
C 1.1433 -0.1653 -1.6922
N 1.0230 0.3351 -0.4117
H -2.6890 0.5056 -0.7738
S 2.1439 0.1552 -2.8256
H 0.4942 2.0553 2.6590
N -1.1486 -0.5880 0.1001
H 0.3804 -0.9781 -1.7975
C 0.3394 -0.4452 1.8457
*
```

Its strongest force on any atom is 5.08 eV Å⁻¹. The SMILES is C/N=C(/CS)NC=S. The value obtained for the LUMO energy is 0.0055 Eh. For the energy above the lowest of the compared OMol25 structures with the same formula, charge and spin, the calculation gives 58.39 kcal per mole. The calculation puts the HOMO energy at -8.88 eV.

=====

The lowest strongest force on any atom belongs to which entry? number 1